1.
Molecular formula: C11H23N3O5
Method: DFT, ωB97M-V with the def2-TZVPD basis set

```
42
Properties=species:S:1:pos:R:3:mulliken_charge:R:1
C 0.23 -0.18 -0.69 0.47
H 2.30 1.01 0.85 0.23
H -1.91 -3.99 1.27 0.52
H -0.73 -3.53 3.26 0.20
H -1.63 -2.94 -0.69 0.54
O -2.94 0.26 -2.22 -0.58
H 5.02 0.93 -0.94 0.44
H -4.58 -1.15 -0.96 0.25
N 0.18 2.25 -0.20 -0.62
O -0.64 -0.36 0.12 -0.56
H 3.15 2.36 -1.78 0.27
H -2.53 -0.26 0.28 0.63
H -3.44 -3.34 1.07 0.43
H 1.24 -0.72 -2.19 0.45
H -0.64 2.48 -0.69 0.27
C 2.97 3.52 0.03 -1.47
H -0.90 -2.11 0.54 0.37
H 1.90 3.73 -0.03 0.39
N -4.12 -1.36 -0.18 -0.67
O -2.89 -1.30 2.68 -0.61
H -4.40 -0.77 0.46 0.22
O -1.39 -1.44 -2.41 -0.56
H -0.13 1.93 0.73 0.24
C -1.79 -2.33 0.13 -0.57
C -2.67 -1.16 -0.36 -0.11
H -3.41 0.58 -1.51 0.37
C 3.30 2.22 -0.70 0.78
C -2.25 -2.34 2.55 0.60
H 0.96 1.40 -1.87 0.49
C -2.22 -0.81 -1.80 0.78
C 2.35 1.08 -0.27 -0.89
H -0.97 -2.09 3.98 0.23
C -2.44 -3.10 1.22 -1.50
C 4.80 1.86 -0.50 -1.67
H 3.53 4.38 -0.34 0.39
O 0.65 -1.12 -1.55 -0.50
H 3.20 3.41 1.07 0.32
C 0.92 1.18 -0.80 -0.29
H 5.40 2.63 -0.94 0.44
H 2.76 0.13 -0.62 0.39
N -1.30 -2.78 3.46 -0.44
H 5.07 1.82 0.54 0.35
```

Values from the calculation:
net charge: 0
SMILES: NC(=O)CC[C@H](N)C(=O)O.CC(C)C[C@H](N)C(=O)O
E_tot: -973.3350 hartree
LUMO: 0.52 eV
gap between HOMO and LUMO: 9.613 eV
energy above the lowest of the compared OMol25 structures with the same formula, charge and spin: 4.281 eV

***

2.
Molecular formula: C33H35BBrF4N5O4SiV
Method: DFT, ωB97M-V with the def2-TZVPD basis set

```
85
Properties=species:S:1:pos:R:3:mulliken_charge:R:1
C 5.10 2.66 -1.77 -0.30
H -1.46 -4.54 -0.36 0.54
C 4.04 0.50 -1.88 -0.76
H -4.77 -0.23 -0.48 0.52
H 1.76 -4.60 -2.26 0.37
H 2.30 -2.95 -1.97 0.17
C -1.61 0.94 -5.29 -0.60
F 2.66 -3.68 0.83 -0.29
H -2.50 2.31 4.05 0.50
C -0.65 -3.83 -0.22 -0.74
H 6.05 0.89 -2.52 0.46
H -0.96 -3.10 0.52 -0.14
C -2.06 4.63 1.14 -0.99
N 1.60 0.70 3.71 0.26
H -1.70 -2.33 3.50 0.48
H -5.13 2.03 0.54 0.46
H 1.76 4.05 -0.05 0.15
O 2.53 1.59 1.85 -0.71
Br 6.62 3.74 -2.06 -0.20
C 1.64 0.92 2.33 -0.49
H 0.41 1.21 -2.62 1.04
C -3.03 2.53 0.44 1.55
C -1.36 -4.02 -3.07 -1.64
C 1.53 -3.55 -2.45 -1.11
H 4.05 -0.55 -2.11 0.50
O 0.78 -0.19 5.61 -0.66
C -1.74 0.29 3.99 -1.21
H -2.46 -0.95 -0.97 0.44
H 0.21 -4.36 0.20 0.34
N 0.53 2.41 -0.40 0.55
H -0.30 2.46 -4.53 0.44
C -0.76 -0.56 -3.03 1.00
O -1.00 -1.06 1.32 -0.70
H -2.42 -3.78 -2.94 0.43
H -2.83 -0.77 -5.73 0.43
C 1.63 3.03 -0.43 0.10
H -2.15 5.61 1.57 0.41
H 0.53 -3.02 2.55 0.01
C -3.16 3.83 1.00 -0.84
C -0.71 1.47 -4.38 -1.18
C -3.96 0.46 -0.30 -1.34
C 2.83 2.43 -1.00 0.65
F 2.78 -1.70 2.00 -0.24
V 0.39 -0.31 -0.43 0.12
N 0.64 0.35 1.59 0.93
N -0.34 -1.31 -1.90 1.25
C -2.11 -0.34 -5.05 -0.97
B 2.73 -2.33 0.79 0.12
C -2.64 0.05 -0.61 -0.38
H 0.05 4.85 0.78 0.44
C 5.15 1.31 -2.10 -0.70
C 0.36 -2.98 3.63 -1.05
H -0.96 -2.06 5.07 0.49
C -0.29 0.74 -3.28 -0.86
F 1.26 -1.93 0.22 0.14
H -1.24 -5.07 -2.77 0.41
H -4.14 4.16 1.31 0.45
C -0.80 4.19 0.69 -0.73
H 1.30 -2.69 4.11 0.24
H -1.97 0.06 5.04 0.45
N -1.58 0.80 -0.44 1.01
H -1.93 1.50 -6.15 0.39
H -0.80 2.19 4.47 0.33
C -0.77 -2.04 4.00 -1.56
H 3.94 4.27 -0.96 0.53
H -2.58 -0.09 3.39 0.46
C -1.57 1.79 3.81 -1.14
C 2.90 1.08 -1.34 -0.17
H -1.31 2.05 2.79 0.19
Si -0.20 -3.11 -1.90 0.76
O 1.81 0.29 -1.16 0.11
C 0.68 -0.04 4.41 -0.52
C 3.96 3.22 -1.22 -0.89
C -1.70 -1.07 -3.94 -0.54
C -0.28 -0.44 2.14 -0.08
F 3.60 -1.83 -0.14 -0.24
H 1.61 -3.38 -3.53 0.31
H -1.10 -3.95 -4.12 0.37
C -0.64 2.94 0.14 0.55
C -4.14 1.69 0.25 -1.03
C -0.50 -0.57 3.62 2.63
H -2.15 -2.03 -3.79 0.32
C -1.76 2.07 0.04 -0.68
H 0.12 -4.00 3.96 0.51
H 2.38 1.07 4.23 0.34
```

Values from the calculation:
net charge: 0
E_tot: -6085.5456 hartree
LUMO (alpha / beta): -1.57 / -1.24 eV
gap between HOMO and LUMO (alpha / beta): 6.493 / 7.033 eV
2S+1: 2
energy above the lowest of the compared OMol25 structures with the same formula, charge and spin: 0.561 eV

***

3.
Molecular formula: C29H72N5O12
Method: DFT, ωB97M-V with the def2-TZVPD basis set

```
118
Properties=species:S:1:pos:R:3:mulliken_charge:R:1
N 2.22 -1.31 -5.41 -0.29
H 6.91 3.39 4.14 0.33
H 2.57 -2.62 3.06 0.48
C -3.69 -6.85 4.80 -0.24
C 2.58 1.39 2.88 -0.77
C 2.79 5.61 0.80 -0.71
N 2.95 1.97 1.54 0.27
H 3.97 -0.38 2.76 0.54
O 0.36 -2.58 -7.42 -0.30
H -8.00 2.06 -1.81 0.36
H 2.14 4.29 2.99 0.10
H 3.39 -2.47 1.50 0.33
H -0.21 4.09 3.82 0.44
H 0.89 -0.50 -7.61 0.36
H 1.57 -2.16 -0.50 -0.02
C 5.18 2.74 2.35 -0.84
C 3.19 -0.97 -3.10 -0.53
O -1.58 2.07 -0.07 -0.75
O 2.29 -1.79 -2.31 -0.52
C -4.53 -6.95 3.56 -0.68
H -3.83 -3.87 0.83 0.32
N -4.35 -5.76 2.72 -0.36
H 2.25 3.67 1.05 0.22
H 3.08 1.96 3.66 0.57
H 2.68 -2.64 -6.97 0.32
H -0.12 2.96 2.49 -0.28
H -3.26 -6.80 7.32 0.31
C 2.80 6.99 -2.46 -0.80
O -4.24 -7.84 5.77 -0.36
N -5.51 2.92 -2.04 -0.68
C -3.36 -0.06 -1.93 -0.60
C -7.54 1.51 -2.63 -1.48
C -1.40 -2.67 0.79 -0.63
H 3.80 6.76 -2.83 0.32
H 3.73 -2.51 -4.53 0.34
H 4.67 2.44 0.34 0.67
O 2.43 5.95 -1.53 -0.23
O -1.85 -4.02 0.83 -0.39
H -2.22 -1.98 0.56 0.41
C -5.18 0.81 -3.39 -0.73
H -2.22 -5.77 2.66 0.21
H -3.73 -1.08 -1.80 0.35
H 1.02 -0.73 -1.15 0.12
C 2.45 -2.31 2.03 -1.12
H -2.68 -8.46 6.90 0.27
H -0.70 -2.53 -0.03 0.17
H -2.65 4.98 3.46 0.37
H -3.18 4.65 1.87 0.27
H 5.97 3.34 1.90 0.47
H -1.40 -3.47 -7.86 0.24
H 1.64 -2.95 1.68 0.22
H -2.27 0.01 -2.00 0.14
O -1.12 4.59 2.04 -0.36
H -4.55 -4.95 3.29 0.27
H 3.52 5.67 1.61 0.46
H -2.74 3.29 2.88 0.26
H 2.66 -0.48 3.96 0.43
H -2.95 -3.52 2.37 0.35
H 2.79 -0.77 -0.56 0.12
C 1.95 -1.29 -1.03 0.12
H 2.94 0.09 -3.13 0.33
H 2.34 1.49 0.88 -0.43
H 1.49 -1.95 -5.15 0.23
O 0.56 1.74 -0.28 -0.66
H -1.00 -2.27 1.72 0.30
H 1.52 1.61 3.07 0.28
H -5.86 0.99 -1.34 0.41
H 4.28 6.23 -0.45 0.41
H 1.72 -1.66 -8.70 0.36
C 3.43 5.55 -0.54 -0.47
H -5.52 -0.22 -3.51 0.36
H 0.36 0.15 1.06 0.33
H 4.23 -0.94 -5.09 0.43
H -3.67 0.47 -1.03 0.29
O -0.56 0.43 1.03 -0.57
H -8.02 0.53 -2.65 0.35
H -7.73 1.98 -3.60 0.33
C -3.54 -7.81 7.01 -0.73
H -1.24 -1.78 -8.48 0.30
C -6.00 1.53 -2.28 0.33
O 2.08 -0.95 2.10 0.11
C 2.91 -0.20 2.94 -1.11
C 2.51 -1.58 -6.80 -0.68
O -3.78 0.68 -3.10 -0.32
C -2.47 4.31 2.62 -0.82
O 5.78 1.86 3.28 -0.33
C 6.41 2.45 4.39 -0.81
H 1.24 5.76 2.72 0.63
C -0.03 4.02 2.75 -0.15
H -5.62 -6.95 3.66 0.30
H 7.12 1.76 4.85 0.24
H -0.47 -3.13 -9.32 0.27
C 1.29 -1.50 -7.71 -0.58
H -3.00 -6.34 1.15 0.26
C -3.05 -5.62 1.97 -0.24
H 3.36 -1.03 -7.22 0.44
H -5.20 1.35 -4.33 0.28
H 2.91 7.92 -1.91 0.30
H 4.12 -1.01 -2.55 0.41
H 2.35 6.60 0.89 0.46
H 5.59 2.72 5.06 0.31
C -3.02 -4.16 1.49 -0.61
H 4.55 3.44 2.92 0.49
H 3.75 4.54 -0.81 0.14
H 4.80 0.95 1.29 0.52
C 3.43 -1.47 -4.57 -0.78
C 4.41 1.97 1.28 -0.98
H -4.18 -8.26 7.77 0.25
H -4.25 -7.88 3.06 0.30
H -2.62 -6.98 4.68 0.29
C -0.53 1.44 0.15 0.52
H -4.62 3.04 -1.59 0.34
N 1.75 4.55 1.03 -0.02
C 1.34 4.72 2.39 -0.52
C -0.75 -2.75 -8.35 -0.70
H -5.36 3.26 -2.98 0.27
H 2.08 7.18 -3.26 0.21
H -3.90 -5.92 5.34 0.27
```

Values from the calculation:
net charge: -1
E_tot: -2324.5437 hartree
LUMO: 2.31 eV
gap between HOMO and LUMO: 6.560 eV
energy above the lowest of the compared OMol25 structures with the same formula, charge and spin: 0.000 eV

***

4.
Molecular formula: C7H8O
Method: DFT, ωB97M-V with the def2-TZVPD basis set

```
16
Properties=species:S:1:pos:R:3:mulliken_charge:R:1
C -0.42 -1.38 0.32 -0.23
H 3.01 1.26 -0.76 0.28
H -0.52 -1.65 1.39 0.24
H -2.16 0.62 -2.05 0.38
C -2.06 0.37 -1.02 -0.73
C 2.46 0.34 -0.83 -1.04
H 1.01 2.03 0.79 0.31
H 2.79 -0.40 -1.54 0.28
C -1.21 -0.16 0.05 0.36
C -2.59 0.30 0.20 -0.39
H -3.42 0.44 0.84 0.36
O 0.95 -1.23 -0.02 -0.40
H 0.53 0.66 1.91 0.31
C 0.91 0.98 0.96 -1.08
C 1.47 0.06 0.04 1.02
H -0.75 -2.24 -0.29 0.33
```

Values from the calculation:
net charge: 0
E_tot: -346.5335 hartree
LUMO (alpha / beta): 0.72 / 0.38 eV
gap between HOMO and LUMO (alpha / beta): 7.789 / 6.956 eV
energy above the lowest of the compared OMol25 structures with the same formula, charge and spin: 6.586 eV

***

5.
Molecular formula: C36H63N9
Method: DFT, ωB97M-V with the def2-TZVPD basis set

```
108
Properties=species:S:1:pos:R:3:mulliken_charge:R:1
N -10.43 -8.50 5.92 -0.07
H -8.06 -10.27 3.51 0.52
C -11.19 -13.26 1.81 -1.34
H -12.54 -7.00 4.88 -0.67
C -9.81 -11.84 -1.40 -0.26
H -7.26 -10.87 3.76 0.64
C -10.17 -9.93 3.34 -0.36
C -7.57 -7.39 4.78 0.02
N -7.79 -8.29 -0.27 -0.72
H -6.20 -10.85 6.94 0.44
H -14.49 -9.06 5.75 0.49
H -6.93 -10.11 8.25 0.47
H -9.47 -5.03 5.20 0.72
H -10.42 -11.42 7.04 0.29
N -14.12 -4.86 5.97 -0.66
C -13.30 -5.56 6.38 0.15
H -12.78 -5.27 3.30 0.39
C -10.10 -10.10 0.51 0.85
H -13.12 -10.75 3.54 0.20
H -10.96 -11.89 3.54 -1.05
C -15.09 -7.10 5.20 -1.41
C -12.23 -6.48 6.86 0.86
H -8.39 -11.64 5.98 -2.55
H -8.22 -11.99 7.67 0.73
C -8.84 -9.97 4.20 0.89
H -13.81 -7.88 6.85 0.70
H -10.08 -10.54 2.44 0.02
C -12.84 -10.82 1.45 0.40
N -14.63 -3.41 1.39 -0.53
H -11.62 -11.02 -0.79 0.40
H -8.70 -8.94 2.50 -0.79
H -6.95 -6.36 2.94 0.46
C -9.01 -13.24 5.71 0.38
H -14.12 -5.97 -0.05 0.40
C -8.38 -11.88 -1.57 0.06
C -10.75 -6.11 6.65 -0.31
N -12.79 -10.22 0.47 -0.87
C -8.01 -8.12 0.86 -0.74
N -10.06 -13.12 6.12 -0.62
H -12.51 -5.55 0.47 0.36
H -7.73 -11.48 2.19 0.67
H -8.58 -8.94 4.46 0.01
H -11.92 -8.50 5.61 -0.58
H -10.89 -9.43 0.84 0.68
C -8.29 -11.17 6.96 1.79
C -10.53 -5.24 5.37 -1.25
H -9.12 -9.64 0.34 -0.11
H -12.06 -13.17 3.78 0.67
C -12.70 -8.89 3.68 0.63
C -10.61 -8.49 2.79 -1.43
C -14.15 -4.41 1.09 0.20
C -7.17 -7.38 3.26 -0.70
H -14.63 -6.63 2.30 0.19
N -7.23 -11.93 -1.71 -0.59
C -7.44 -12.94 3.76 -1.18
H -7.08 -9.24 6.77 0.25
C -12.50 -6.29 3.00 -0.84
H -9.11 -7.23 2.37 0.18
H -9.91 -12.58 -0.61 0.04
H -10.40 -5.52 7.50 0.56
C -13.60 -6.69 1.93 0.38
H -8.61 -7.10 4.90 -0.26
H -10.71 -9.89 -1.60 0.57
C -11.74 -12.46 3.02 1.17
C -10.92 -7.37 3.72 -2.05
C -12.94 -11.50 2.77 -0.42
H -7.19 -14.35 5.46 0.56
C -7.91 -11.59 3.26 -0.32
C -9.71 -10.64 7.33 -1.39
H -11.07 -4.32 5.59 0.45
C -10.06 -9.37 6.55 1.04
H -11.89 -14.00 1.43 0.45
C -10.58 -10.68 -0.85 -1.01
C -7.08 -10.25 7.18 -1.59
H -10.19 -7.04 6.66 -0.20
N -11.17 -6.53 4.43 1.38
H -10.98 -12.67 0.91 0.01
H -8.95 -11.36 3.48 -0.87
H -7.51 -8.45 5.05 -0.36
H -9.65 -10.47 8.41 0.51
H -13.34 -7.69 1.60 -0.36
H -7.08 -12.69 5.88 0.15
H -11.58 -6.09 2.45 0.75
H -6.91 -6.77 5.38 0.56
C -14.04 -8.08 5.80 -0.81
H -10.02 -10.86 1.29 0.03
C -12.71 -8.07 5.00 2.60
H -8.94 -10.49 5.16 -0.26
H -9.78 -8.06 2.21 -0.30
C -8.29 -7.94 2.36 1.10
H -10.40 -12.28 -2.20 0.58
N -12.66 -9.49 2.67 -0.94
C -7.61 -13.37 5.21 -0.10
H -16.00 -7.09 5.81 0.40
H -6.32 -8.07 3.21 0.44
H -14.74 -6.10 4.99 0.45
H -15.48 -7.32 4.21 0.26
H -6.41 -13.05 3.42 0.54
H -10.29 -13.82 2.09 0.23
H -10.85 -5.61 4.39 0.52
H -8.03 -13.65 3.18 0.29
H -13.84 -12.07 2.57 0.57
C -13.54 -5.67 0.82 -0.61
H -12.52 -7.41 6.36 -1.69
H -10.99 -10.37 3.90 0.68
H -12.39 -6.63 7.93 0.76
H -11.49 -8.59 2.16 0.02
H -12.40 -6.91 3.89 -0.97
```

Values from the calculation:
net charge: 0
E_tot: -1900.6901 hartree
LUMO: -0.06 eV
gap between HOMO and LUMO: 7.071 eV
energy above the lowest of the compared OMol25 structures with the same formula, charge and spin: 43.608 eV

***

6.
Molecular formula: C6H10O6Yb
Method: DFT, ωB97M-V with the def2-TZVPD basis set

```
23
Properties=species:S:1:pos:R:3:mulliken_charge:R:1
Yb 4.33 0.04 -1.06 0.66
O -3.37 1.16 0.61 -0.28
H -1.39 -0.91 -2.08 0.49
H 2.06 2.86 -0.63 0.47
C -0.19 -1.85 -0.55 -0.65
C 0.75 -0.33 1.34 -0.61
O 2.81 1.89 -0.40 -0.49
C -0.94 -0.66 -1.12 -0.60
H -0.36 -2.08 1.60 0.37
C -2.54 0.91 -0.40 0.84
H 1.30 -0.39 2.29 0.44
H -0.11 0.35 1.43 0.33
H 0.63 -2.05 -1.27 0.34
C 0.38 -1.72 0.87 -0.69
O 1.04 2.45 0.47 -0.60
H -0.84 -2.73 -0.59 0.37
O -1.99 -0.28 -0.21 -0.18
O 1.65 0.28 0.38 -0.03
H -0.28 0.21 -1.26 0.29
C 1.91 1.56 0.52 0.85
H -3.79 2.02 0.47 0.39
O -2.34 1.65 -1.34 -0.05
H 1.26 -2.37 0.95 0.34
```

Values from the calculation:
net charge: +2
E_tot: -1843.9196 hartree
LUMO (alpha / beta): -7.51 / -13.21 eV
gap between HOMO and LUMO (alpha / beta): 4.850 / 2.724 eV
2S+1: 3

***

7.
Molecular formula: C16H28O13
Method: DFT, ωB97M-V with the def2-TZVPD basis set

```
57
Properties=species:S:1:pos:R:3:mulliken_charge:R:1
C 5.05 0.30 1.21 -0.62
H -1.31 1.47 -0.35 -0.23
O -0.82 4.16 -3.84 -0.34
H -2.12 -7.99 1.81 0.31
H -3.46 1.39 -3.37 0.30
H 4.90 -1.95 0.04 0.34
H 0.69 -7.08 2.62 0.29
O 4.84 -1.38 2.92 -0.51
O -2.24 0.59 2.63 -0.61
H -0.87 -1.10 1.79 0.32
H -2.38 0.68 -2.15 0.12
H 3.47 0.70 2.64 0.34
H -1.15 3.37 2.03 0.34
C -0.39 -6.96 2.59 -0.20
H -2.14 6.39 -4.50 0.29
H 0.25 5.67 -4.63 0.30
H 3.70 2.13 -0.04 0.37
H -3.87 -3.84 1.00 0.35
C -1.77 5.83 -5.36 -1.10
H -0.66 3.71 0.38 0.41
O -1.67 2.38 -2.98 -0.20
H -2.92 -2.34 1.04 0.08
H -0.76 -6.91 3.61 0.32
O -0.60 -5.69 1.94 -0.35
H -0.69 -8.10 0.79 0.29
O -0.69 -0.30 1.26 -0.41
H -2.57 5.18 -5.73 0.32
O 0.57 2.39 1.37 -0.25
H -3.37 -3.14 2.56 0.35
O 5.37 -2.09 0.87 -0.51
C -0.73 2.93 1.13 -0.83
C 3.13 1.92 0.87 -0.45
C 4.04 1.24 1.89 -0.47
C -1.79 -5.14 2.13 0.78
C -2.42 1.17 -3.12 -0.57
H 6.07 0.67 1.36 0.23
C -1.58 0.65 1.62 0.62
H 2.30 1.28 0.59 0.32
C -3.08 -3.30 1.53 -0.59
O 2.67 3.18 1.37 -0.37
C -1.48 3.04 -4.12 0.68
C -0.55 5.02 -4.97 -0.20
O -1.84 -4.00 1.44 -0.34
H -2.65 2.18 0.61 0.48
C 1.45 3.26 1.92 0.58
C -1.04 -8.09 1.82 -1.09
O -1.83 2.67 -5.21 -0.56
H -0.78 -9.05 2.28 0.35
H -1.99 0.52 -3.88 0.34
C -1.63 1.80 0.64 0.10
C 5.03 -1.11 1.77 0.54
H -0.18 4.42 -5.80 0.32
H 4.58 2.03 2.42 0.33
O 1.18 4.04 2.78 -0.55
O -2.69 -5.59 2.80 -0.55
H 4.91 0.26 0.13 0.44
H -1.51 6.53 -6.15 0.36
```

Values from the calculation:
net charge: 0
SMILES: O=C(O)CCCOC(=O)OCCC(=O)O.CCOC(=O)OC.CCOC(=O)OC
E_tot: -1604.6419 hartree
LUMO: 0.21 eV
gap between HOMO and LUMO: 10.961 eV

***

8.
Molecular formula: C7H11FeNP
Method: DFT, ωB97M-V with the def2-TZVPD basis set

```
21
Properties=species:S:1:pos:R:3:mulliken_charge:R:1
H 2.73 -3.51 0.39 0.28
H -0.52 1.48 -3.76 0.40
C -1.87 0.45 -0.77 -0.36
H -0.17 3.23 -1.80 0.37
H 3.82 -2.07 0.42 0.27
C -1.09 1.68 -0.39 0.13
H -0.39 1.65 3.67 0.08
H -1.67 -0.13 4.01 0.10
N 0.90 -1.04 0.13 -0.11
C -1.69 0.31 -2.21 -0.73
H -2.16 -0.43 -2.85 0.40
H 0.55 -0.36 3.96 0.10
H -1.24 2.21 0.57 0.31
C -0.87 1.36 -2.73 -0.44
H 3.33 -2.79 -1.14 0.28
Fe -0.68 -0.34 1.24 0.04
P -0.52 0.29 3.30 -0.12
C -0.60 2.24 -1.63 -0.87
H -2.71 0.02 -0.17 0.35
C 1.84 -1.69 -0.13 0.37
C 3.00 -2.57 -0.12 -0.84
```

Values from the calculation:
net charge: 0
E_tot: -1932.8986 hartree
LUMO (alpha / beta): 0.24 / -0.77 eV
gap between HOMO and LUMO (alpha / beta): 4.914 / 5.960 eV
2S+1: 6
energy above the lowest of the compared OMol25 structures with the same formula, charge and spin: 0.000 eV

***

- The highest net charge belongs to which entry?
  C6H10O6Yb

***

- Look up the net charge of the fourth one.
  0